(1)
Formula: C48H64HfO4S
Source: the OMol25 dataset
Level of theory: ωB97M-V with the def2-TZVPD basis set

Each line ends with the Löwdin charge.
Geometry (Å):
H  11.528  13.155  7.065  0.093
H  14.480  14.184  8.825  0.085
H  10.636  17.756  16.852  0.103
H  13.552  17.108  18.942  0.081
H  8.996  17.410  18.625  0.098
H  11.000  11.784  11.370  0.034
C  8.764  16.086  16.048  -0.108
H  16.692  17.983  19.307  0.091
C  14.633  15.835  14.248  -0.113
H  10.125  18.307  15.311  0.085
H  14.817  17.893  14.968  0.133
H  14.947  11.839  12.925  0.065
H  14.296  18.645  18.965  0.072
C  7.444  18.191  15.763  -0.051
H  12.990  8.904  19.798  0.100
H  8.997  15.178  18.037  0.148
H  8.498  16.524  13.937  0.119
H  15.437  12.104  15.928  0.130
C  10.842  14.610  12.083  -0.126
H  6.429  17.885  16.146  0.119
C  9.066  15.053  16.922  0.053
C  13.085  15.582  12.130  -0.125
C  15.454  17.573  17.546  -0.528
H  15.387  12.795  17.445  0.134
C  11.192  13.450  8.059  -0.046
C  11.901  15.216  12.845  -0.278
H  15.932  19.515  17.790  0.071
H  8.709  14.894  12.208  0.131
H  14.484  8.617  18.968  0.100
C  14.549  14.491  14.765  -0.254
H  13.335  18.190  17.609  0.071
C  14.937  16.802  15.165  0.065
C  8.506  17.498  16.560  -0.598
C  12.564  15.604  7.711  -0.027
H  15.149  14.894  18.066  0.148
H  12.716  11.945  11.069  0.026
C  13.436  8.245  19.041  -0.061
H  10.759  8.042  18.960  0.105
H  14.283  8.151  16.339  0.071
H  11.968  10.302  10.950  0.056
C  14.063  17.826  18.322  -0.005
O  12.122  13.915  16.549  -0.156
H  10.847  12.499  8.514  0.093
H  7.564  19.272  15.799  0.101
H  11.780  16.332  7.885  0.089
H  13.949  15.994  10.290  0.130
H  13.138  8.797  12.612  0.071
H  14.828  13.438  11.957  0.133
C  13.373  7.629  16.618  -0.017
O  9.986  12.373  14.608  -0.323
C  13.484  12.046  16.850  -0.104
H  14.309  10.019  12.565  0.032
H  8.510  11.238  13.516  0.099
C  13.648  13.533  8.519  -0.046
Hf  11.985  13.490  14.630  1.813
C  8.810  15.808  14.664  0.080
C  9.389  13.750  16.559  -0.135
H  9.691  19.253  16.734  0.084
H  7.802  18.627  18.289  0.121
H  16.224  16.266  19.119  0.074
C  14.238  16.288  12.861  -0.038
C  12.646  8.380  17.789  -0.569
C  14.796  12.743  16.533  -0.054
C  9.225  14.508  14.226  -0.146
H  13.483  7.272  19.538  0.101
C  16.521  17.184  18.598  -0.028
C  9.696  12.609  17.525  -0.017
O  11.860  15.374  14.209  -0.171
H  13.562  16.045  7.902  0.095
C  11.013  14.409  10.707  -0.004
H  12.658  7.585  15.780  0.088
H  15.023  19.292  16.372  0.072
C  15.017  15.220  16.998  0.057
H  9.217  13.239  12.452  0.116
C  13.528  10.606  17.141  0.032
C  12.436  9.843  17.414  -0.173
O  14.035  13.459  13.946  -0.299
C  15.188  16.508  16.554  -0.142
C  8.100  17.584  17.987  -0.064
H  10.327  10.002  17.963  0.125
H  8.970  11.815  17.514  0.116
C  15.840  18.908  16.943  -0.050
C  9.446  14.296  12.724  -0.045
C  11.217  10.516  17.581  0.044
C  11.960  11.259  11.443  -0.324
H  12.447  15.381  6.654  0.092
H  7.314  16.868  18.221  0.096
C  8.976  11.219  14.488  0.073
C  14.785  14.180  16.042  -0.158
H  13.611  9.346  14.208  0.037
C  12.340  14.347  8.584  -0.521
C  9.784  18.276  16.328  -0.036
H  9.412  10.282  14.838  0.097
H  14.069  17.374  12.911  0.148
H  10.345  14.070  7.987  0.070
H  10.744  7.709  17.135  0.086
H  13.875  13.055  7.560  0.099
H  16.749  18.928  16.342  0.109
H  13.528  6.660  16.997  0.074
H  11.523  6.651  18.330  0.094
H  10.202  13.856  10.242  0.121
H  14.542  10.159  17.139  0.136
C  11.309  7.686  18.062  -0.061
C  12.159  14.813  10.042  -0.139
C  15.007  12.933  12.977  0.042
C  12.236  12.651  16.948  -0.361
H  15.964  13.154  13.450  0.120
H  15.104  16.159  12.301  0.107
H  8.235  11.502  15.195  0.089
H  7.342  17.957  14.729  0.060
C  11.079  11.891  17.327  -0.094
S  12.166  10.898  13.199  0.816
C  9.439  13.549  15.186  -0.301
C  13.124  15.512  10.769  0.024
H  17.441  16.944  18.068  0.095
C  13.480  9.694  13.165  -0.345
H  9.682  12.987  18.541  0.133
H  13.572  12.656  9.161  0.064

Output
Energy   -71134.493 eV
Charge   +2

(2)
Formula: C48H64N2O4SW
Source: the OMol25 dataset
Level of theory: ωB97M-V with the def2-TZVPD basis set

Each line ends with the Löwdin charge.
Geometry (Å):
H  7.031  -1.306  0.506  0.101
H  7.274  1.714  1.249  0.105
C  -1.086  3.304  2.027  0.073
C  -1.997  3.414  -5.615  -0.017
C  -1.625  -4.337  1.756  -0.067
O  0.702  1.182  -0.146  -0.122
H  4.632  1.469  2.822  0.092
N  -4.008  -1.675  -2.901  0.182
H  -4.028  0.469  0.871  0.134
H  4.170  -1.848  2.172  0.137
W  -0.253  -0.483  -0.186  1.903
H  -3.894  -5.197  3.239  0.100
C  5.751  0.214  1.424  -0.551
H  1.523  3.571  4.103  0.092
C  -3.090  -0.222  -5.117  -0.002
H  -1.635  5.555  3.530  0.085
C  -1.629  4.998  4.467  -0.018
H  -4.300  -2.365  -2.227  0.129
C  4.505  -0.292  0.719  -0.079
H  -1.580  2.829  6.139  0.097
H  -1.243  -6.451  0.031  0.086
H  0.463  -3.695  -1.541  0.081
H  6.404  -1.778  2.095  0.086
C  -1.584  -6.598  2.768  -0.003
H  4.577  1.110  -0.913  0.127
S  -1.652  -1.939  -1.716  0.806
H  -1.345  1.177  4.661  0.127
H  0.927  -2.691  -2.957  0.103
C  1.077  1.063  -2.543  -0.094
H  -4.373  -4.921  1.546  0.093
H  1.185  4.494  -4.735  0.102
C  0.714  1.532  -3.785  0.039
H  -3.286  -0.824  2.838  0.146
C  -0.306  -1.902  1.564  -0.335
H  -3.637  -1.124  0.133  0.082
C  0.437  -3.114  1.327  -0.114
C  -3.792  -5.561  2.215  -0.042
O  -2.067  0.240  0.285  -0.350
O  0.401  -0.707  1.581  -0.115
H  -2.098  -7.558  2.795  0.111
H  0.119  2.358  5.887  0.094
C  -2.267  -6.269  0.361  -0.015
C  2.261  -1.251  -0.499  -0.244
H  -0.850  4.337  1.804  0.135
H  6.250  1.017  3.362  0.106
H  0.072  5.170  -5.926  0.113
H  -3.247  -3.208  2.606  0.132
H  5.723  2.255  0.634  0.094
C  -0.339  2.450  -3.963  -0.093
H  1.352  1.297  -4.627  0.133
C  -1.748  0.651  2.638  -0.134
H  -1.322  -0.288  -3.901  0.118
C  -3.503  -0.048  0.075  0.043
H  1.274  2.501  -6.320  0.094
C  0.787  4.377  4.131  -0.024
H  -0.281  3.924  6.570  0.104
C  0.222  1.380  -1.426  -0.332
H  -2.764  -5.621  -0.364  0.087
C  -2.748  -1.272  -2.931  -0.710
H  2.192  -3.276  -1.824  0.133
O  1.046  -1.722  -1.103  -0.387
C  1.159  -2.961  -1.933  0.037
H  6.727  1.125  -0.308  0.098
H  -2.550  3.962  -4.853  0.087
C  3.803  -1.386  1.264  0.076
H  -4.640  -1.499  -3.673  0.137
H  -2.641  4.642  4.667  0.100
H  -3.777  0.355  -0.895  0.104
H  2.434  -0.441  -3.181  0.149
N  -2.301  -0.531  -3.916  0.013
H  -0.553  -6.790  2.470  0.089
C  -1.026  2.860  3.361  -0.088
H  3.162  1.078  -2.783  0.157
H  -0.002  3.108  -7.344  0.110
C  -2.330  -5.671  1.782  -0.546
C  2.419  0.358  -2.432  -0.021
C  -0.261  -4.287  1.370  0.053
C  -2.197  -0.764  2.926  -0.018
C  2.672  -1.895  0.665  -0.129
C  6.769  -0.940  1.500  -0.016
C  1.948  -3.117  1.184  -0.015
C  -1.624  2.953  -0.429  -0.022
H  -2.053  4.009  -6.527  0.112
H  0.818  4.911  3.180  0.083
H  -1.371  4.016  -0.447  0.156
H  -2.687  2.921  -0.690  0.150
H  -2.458  0.323  -5.810  0.085
C  -0.519  3.202  -5.263  -0.543
H  0.258  -5.218  1.178  0.140
C  -0.593  3.185  5.834  -0.048
H  1.086  5.079  4.908  0.104
C  0.191  2.532  -6.441  -0.034
C  -1.603  -1.939  2.176  -0.109
C  0.132  4.588  -5.006  0.004
H  -3.410  -1.145  -5.602  0.118
H  -0.387  5.141  -4.223  0.097
C  -0.861  2.323  -1.583  -0.091
C  2.905  -0.190  -1.112  -0.135
H  2.341  -3.341  2.180  0.163
H  -4.244  -6.551  2.187  0.108
H  -1.586  -6.187  3.778  0.105
C  6.393  1.394  0.696  -0.047
C  -1.130  2.787  -2.843  0.047
H  -0.174  1.516  -6.621  0.091
H  -2.783  -7.228  0.361  0.109
C  -1.365  1.530  3.639  0.084
H  4.951  -0.164  3.438  0.084
C  -2.253  -3.150  2.182  0.065
C  -0.618  3.837  4.453  -0.552
H  -1.359  5.697  5.259  0.105
H  2.228  -3.983  0.576  0.148
C  4.033  0.286  -0.471  0.087
C  -1.462  2.471  0.992  -0.135
H  7.680  -0.578  1.974  0.106
H  -2.510  2.473  -5.813  0.066
H  -1.914  3.525  -2.961  0.138
H  -1.998  -0.967  3.983  0.163
C  5.360  0.656  2.846  -0.021
C  -1.767  1.170  1.357  -0.226
H  -3.953  0.396  -4.868  0.111

Output
Energy   -74607.897 eV
Charge   +4

Number 2 is which compound? C48H64N2O4SW